No. 1
Below is 7 unconnected molecules or ions with the total composition C48H33ClO27 at a distorted geometry, with properties calculated with ωB97M-V/def2-TZVPD.

Results
SMILES string	Cc1ccc(CC2=C(Cl)C(=O)OC2=O)cc1.O=C1C=C(O)C(=O)C=C1O.O=C1C=C(O)C(=O)C=C1O.O=C1C=C(O)C(=O)C=C1O.O=C1C=C(O)C(=O)C=C1O.O=C1C=C(O)C(=O)C=C1O.O=C1C=C(O)C(=O)C=C1O
HOMO level	-8.526	eV
charge	0
orbital gap	6.56	eV

The geometry in XYZ format:
```
109
Properties=species:S:1:pos:R:3:lowdin_charge:R:1
C -2.35488 -2.45981 1.17264 -0.113
C -1.24780 -2.99541 0.05870 -0.164
C -1.07349 -2.23064 -1.40965 -0.004
C 0.08875 -2.80445 -2.43614 -0.009
C 1.01304 -4.08428 -1.98777 -0.144
C 2.24867 -4.72459 -2.91458 -0.102
C 3.60714 -4.58837 -1.94844 -0.071
C 4.60479 -5.62054 -1.55627 -0.401
Cl 4.63468 -7.41529 -2.01820 0.583
C 5.62974 -4.69717 -0.65058 -0.188
O 6.94554 -4.90398 -0.37372 0.011
O 4.89750 -3.48268 -0.17487 0.007
C 3.97096 -3.12769 -1.27797 -0.174
O 3.50618 -1.92353 -1.62782 0.043
C 0.78985 -4.86000 -0.52302 -0.014
C -0.35613 -4.31387 0.51452 -0.024
H -3.37156 -3.01647 1.01111 0.085
H -1.91673 -2.63786 2.26021 0.080
H -2.44161 -1.27563 1.06266 0.061
H -1.78141 -1.30451 -1.65366 0.074
H 0.23349 -2.25618 -3.46313 0.091
H 2.40282 -4.14516 -3.92611 0.131
H 2.00315 -5.85243 -3.10715 0.114
H 1.42164 -5.79485 -0.18250 0.096
H -0.48347 -4.87454 1.53967 0.095
C 1.34165 -1.11262 4.51510 0.078
C 2.61290 -1.38726 4.81382 -0.208
C 3.64386 -1.53221 3.74904 -0.306
O 4.80771 -1.76599 4.05531 0.101
C 3.21349 -1.39092 2.34925 0.077
C 1.94153 -1.11971 2.05060 -0.220
C 0.91668 -0.94756 3.11651 -0.322
O -0.24086 -0.68049 2.81164 0.088
O 1.52968 -0.98832 0.73708 0.072
O 3.01927 -1.54639 6.12594 0.076
H 0.58244 -1.00241 5.27914 0.137
H 3.96931 -1.51634 1.58456 0.110
H 0.56856 -0.79189 0.78348 0.089
H 3.98150 -1.73681 6.07974 0.116
C -1.17057 2.63602 -1.39939 0.086
C -1.61587 3.66484 -2.12323 -0.201
C -3.07327 3.89857 -2.32066 -0.301
O -3.45269 4.86331 -2.97514 0.111
C -4.01290 2.94203 -1.71509 0.088
C -3.56730 1.91131 -0.99419 -0.202
C -2.11118 1.69366 -0.77399 -0.292
O -1.73271 0.74771 -0.09129 0.081
O -4.44474 1.00700 -0.42452 0.038
O -0.73772 4.55324 -2.71630 0.086
H -0.11407 2.45557 -1.24593 0.138
H -5.06870 3.11349 -1.88128 0.141
H -3.87954 0.35623 0.04617 0.110
H -1.30311 5.20734 -3.18188 0.118
C -6.23907 -0.66186 -3.40457 0.089
C -7.06773 -0.64016 -4.45031 -0.203
C -6.55075 -0.60318 -5.84638 -0.304
O -7.33645 -0.60304 -6.78749 0.110
C -5.09293 -0.56284 -6.04060 0.081
C -4.26452 -0.58105 -4.99462 -0.202
C -4.78119 -0.64589 -3.59999 -0.286
O -3.99463 -0.67992 -2.65961 0.085
O -2.89345 -0.54061 -5.16986 0.079
O -8.43923 -0.65230 -4.27439 0.083
H -6.60120 -0.69102 -2.38460 0.135
H -4.73097 -0.51810 -7.05977 0.139
H -2.51389 -0.56595 -4.26443 0.106
H -8.81856 -0.63307 -5.17994 0.117
C 8.00635 -0.30253 1.24742 0.084
C 7.17770 -0.28083 0.20167 -0.201
C 7.69467 -0.24386 -1.19440 -0.303
O 6.90897 -0.24372 -2.13551 0.106
C 9.15250 -0.20352 -1.38861 0.077
C 9.98090 -0.22173 -0.34264 -0.208
C 9.46424 -0.28657 1.05199 -0.304
O 10.25080 -0.32060 1.99238 0.105
O 11.35198 -0.18129 -0.51788 0.077
O 5.80620 -0.29298 0.37759 0.064
H 7.64422 -0.33169 2.26738 0.138
H 9.51445 -0.15878 -2.40779 0.137
H 11.73153 -0.20662 0.38755 0.116
H 5.42686 -0.27374 -0.52796 0.102
C 3.20465 5.17910 2.03751 0.079
C 4.34648 5.14522 2.72730 -0.207
C 4.77919 3.91555 3.44723 -0.302
O 5.84275 3.90866 4.05700 0.110
C 3.89391 2.74142 3.39940 0.088
C 2.75046 2.77663 2.71242 -0.186
C 2.33159 3.99712 1.97007 -0.300
O 1.28395 3.99312 1.33241 0.103
O 1.91244 1.67767 2.66550 0.079
O 5.17097 6.25311 2.79743 0.081
H 2.87910 6.06549 1.50776 0.138
H 4.21174 1.86015 3.94170 0.136
H 1.15339 1.95216 2.10604 0.122
H 5.93284 5.97662 3.35186 0.117
C -9.24388 1.23478 1.09660 0.078
C -9.92932 2.11617 1.82738 -0.208
C -9.23496 3.13678 2.66036 -0.307
O -9.89172 3.94565 3.30642 0.105
C -7.76382 3.12805 2.67680 0.078
C -7.07860 2.24435 1.94866 -0.202
C -7.77288 1.24201 1.09459 -0.299
O -7.11568 0.45452 0.42221 0.099
O -5.69593 2.22880 1.96157 0.078
O -11.31208 2.11379 1.83637 0.079
H -9.73577 0.48899 0.48491 0.137
H -7.27197 3.86363 3.30030 0.138
H -5.43757 1.50117 1.35469 0.081
H -11.57029 2.84525 2.43850 0.117
```

=====

No. 2
Below is a molecular structure, C48H33F15GaGeNPS7 at a distorted geometry, with properties calculated with ωB97M-V/def2-TZVPD.

Results
ΔE to the lowest compared entry with this formula, charge and spin	18.4	kcal/mol
HOMO level	-10.805	eV
charge	+1
orbital gap	8.43	eV

The geometry in XYZ format:
```
107
Properties=species:S:1:pos:R:3:lowdin_charge:R:1
Ga 0.31223 0.82351 -0.39886 -0.156
C 4.39322 3.32333 -1.08466 -0.501
C 4.53002 1.82723 -0.85544 -0.490
S 3.10714 0.75679 -1.26448 0.820
C 2.80683 1.13214 -3.01391 -0.503
C 1.99223 2.39067 -3.31401 -0.434
S 0.46534 2.58493 -2.32539 0.858
C 0.60317 4.20132 -1.44729 -0.466
C 1.95838 4.86395 -1.26585 -0.502
S 3.07262 4.06487 -0.06255 0.859
H 4.22593 3.56921 -2.13006 0.063
H 5.32190 3.80313 -0.77385 0.079
H 4.69738 1.63121 0.20405 0.078
H 5.37349 1.43785 -1.42738 0.085
H 2.28527 0.25304 -3.38667 0.022
H 3.77852 1.20230 -3.50385 0.098
H 1.64938 2.35309 -4.34770 0.088
H 2.57689 3.29417 -3.18444 0.046
H 0.15107 4.01431 -0.47176 0.050
H -0.04113 4.87233 -2.01606 0.083
H 1.76437 5.84858 -0.83850 0.080
H 2.49295 5.01206 -2.20195 0.073
N -1.63823 1.24692 -0.27105 -0.411
S -2.57921 1.99540 -1.34542 1.064
C -4.09381 2.35948 -0.44917 -0.381
C -5.21821 2.66475 -1.20626 -0.081
C -6.38913 3.02066 -0.56084 -0.057
C -6.42820 3.08485 0.82660 -0.058
C -5.29528 2.78452 1.56660 -0.053
C -4.11300 2.42978 0.93202 -0.077
C -3.20482 0.74020 -2.46967 -0.414
C -2.80326 0.84633 -3.79231 -0.094
C -3.24048 -0.09754 -4.70950 -0.061
C -4.06065 -1.13460 -4.29334 -0.064
C -4.43827 -1.24028 -2.96017 -0.051
C -4.01195 -0.30016 -2.03763 -0.064
H -2.14091 0.62910 0.36355 -0.060
H -5.17902 2.61585 -2.28675 0.118
H -7.27015 3.24817 -1.14434 0.114
H -7.34474 3.36682 1.32604 0.113
H -5.32289 2.82765 2.64642 0.112
H -3.22585 2.20291 1.51009 0.045
H -2.15505 1.66065 -4.09079 0.100
H -2.94543 -0.01792 -5.74644 0.115
H -4.40960 -1.86631 -5.00872 0.115
H -5.07742 -2.04963 -2.63562 0.116
H -4.30675 -0.37131 -0.99794 0.124
F -1.47503 -2.72290 -3.80868 0.062
C -0.88154 -3.92311 -3.80101 -0.223
C 0.09866 -4.17483 -2.85767 -0.127
C 0.67341 -5.43628 -2.85825 -0.216
F 1.60775 -5.73285 -1.94597 0.109
C 0.29522 -6.41840 -3.75549 -0.133
F 0.86127 -7.61921 -3.71987 0.143
C -0.69467 -6.13995 -4.68628 -0.123
F -1.08606 -7.07502 -5.53555 0.156
C -1.28101 -4.88294 -4.71426 -0.132
F -2.23180 -4.61442 -5.60672 0.129
Ge 0.57150 -2.90133 -1.42392 0.809
S 0.18287 -0.82379 -2.04353 0.415
C 2.50149 -3.22025 -1.02608 -0.125
C 3.04169 -3.87234 0.07005 -0.210
F 2.26280 -4.30550 1.06513 0.116
C 4.39897 -4.13547 0.16581 -0.131
F 4.88498 -4.76298 1.23316 0.138
C 5.25004 -3.74795 -0.85705 -0.125
F 6.54653 -4.00723 -0.77485 0.150
C 4.74004 -3.09397 -1.96836 -0.138
F 5.55215 -2.71102 -2.95099 0.132
C 3.38040 -2.85652 -2.03270 -0.249
F 2.86355 -2.27176 -3.12835 0.057
C -0.38456 -3.45967 0.21560 -0.120
C -1.27398 -4.51619 0.29312 -0.202
F -1.70122 -5.09306 -0.83718 0.106
C -1.71098 -5.00071 1.51331 -0.131
F -2.56820 -6.01520 1.57360 0.138
C -1.20693 -4.45330 2.68264 -0.119
F -1.57313 -4.94827 3.85470 0.155
C -0.30169 -3.40286 2.63580 -0.153
F 0.24337 -2.95404 3.75688 0.139
C 0.04422 -2.89880 1.39928 -0.254
F 0.90105 -1.85289 1.29856 0.030
S -1.75108 0.31569 2.72119 0.331
P -0.09800 1.30179 3.10359 0.255
S 1.03663 1.95496 1.43911 0.404
C -0.47319 2.88864 3.91232 -0.409
C -1.74452 3.08504 4.43785 -0.115
C -2.04992 4.27282 5.08648 -0.069
C -1.08748 5.26335 5.20094 -0.070
C 0.17542 5.07464 4.65608 -0.068
C 0.49116 3.88921 4.01462 -0.102
C 1.21026 0.56921 4.14549 -0.371
C 1.15911 0.84320 5.51003 -0.078
C 2.22611 0.49778 6.32417 -0.064
C 3.33213 -0.13929 5.78341 -0.067
C 3.35527 -0.46934 4.43575 -0.066
C 2.30080 -0.10910 3.61295 -0.116
H -2.49170 2.30928 4.33511 0.061
H -3.04078 4.42253 5.49377 0.108
H -1.32698 6.18521 5.71335 0.109
H 0.91807 5.85799 4.72115 0.109
H 1.47273 3.74434 3.58055 0.094
H 0.29639 1.34382 5.93056 0.112
H 2.19974 0.74466 7.37679 0.110
H 4.17765 -0.38460 6.41138 0.109
H 4.20657 -0.98944 4.01689 0.108
H 2.34958 -0.33368 2.55676 0.073
```

=====

no.,molar mass (g mol⁻¹)
1,1077.22
2,1306.54